Computed, not measured: a cluster of 10 separate species, C32H72BrF3N22O19PS in total, with ωB97M-V with the def2-TZVPD basis set.

```
! wB97M-V def2-TZVPD RIJCOSX def2/J DEFGRID3
* xyz 1 1
C -0.587 -3.203 2.853
C -0.192 -4.178 1.787
O 0.773 -4.887 1.844
O -1.079 -4.219 0.744
C -0.611 -4.840 -0.447
C -0.013 -3.828 -1.419
N -0.817 -2.593 -1.485
C -1.208 -2.120 -2.708
N -2.005 -2.722 -3.544
Br -2.450 -1.878 -5.133
C -2.649 -4.027 -3.321
C -4.038 -3.857 -2.637
C -4.333 -4.893 -1.548
C -4.027 -6.328 -2.010
S -3.328 -7.439 -0.796
O -1.958 -7.652 -1.198
O -4.169 -8.578 -0.664
O -3.304 -6.665 0.586
N -0.750 -0.831 -2.983
C 0.463 -0.739 -3.797
O 1.543 -0.215 -3.036
C 2.695 -0.924 -3.099
F 2.507 -2.230 -2.837
F 3.271 -0.833 -4.299
F 3.530 -0.433 -2.188
C -0.770 -0.229 -1.640
P -2.540 0.337 -1.457
O -3.105 0.729 -2.746
O -3.390 -0.795 -0.697
O -2.409 1.520 -0.402
C -0.409 -1.403 -0.686
C 0.909 -1.439 0.085
C 1.455 -0.055 0.447
C 0.566 0.790 1.355
N 1.168 2.121 1.459
C 0.204 3.213 1.534
C -0.182 3.688 0.146
C 0.582 3.372 -0.966
C 0.215 3.790 -2.243
C -0.950 4.526 -2.402
C -1.713 4.862 -1.294
C -1.339 4.451 -0.028
O -2.066 4.751 1.090
H -1.139 -3.778 3.601
H 0.279 -2.810 3.371
H -1.269 -2.437 2.490
H 0.076 -5.667 -0.276
H -1.490 -5.269 -0.923
H -0.047 -4.307 -2.401
H 1.036 -3.621 -1.229
H -1.998 -4.732 -2.814
H -2.819 -4.448 -4.309
H -4.063 -2.866 -2.180
H -4.798 -3.856 -3.413
H -3.825 -4.619 -0.623
H -5.400 -4.825 -1.338
H -4.958 -6.824 -2.280
H -3.360 -6.388 -2.871
H -2.423 -6.750 0.983
H 0.692 -1.713 -4.233
H 0.276 -0.053 -4.624
H -0.211 0.701 -1.545
H -2.912 -1.612 -0.506
H -3.292 1.846 -0.167
H -1.156 -1.295 0.109
H 1.709 -1.947 -0.456
H 0.770 -2.010 1.002
H 2.393 -0.236 0.977
H 1.704 0.517 -0.447
H 0.533 0.339 2.356
H -0.460 0.872 0.994
H 1.835 2.148 2.215
H -0.679 2.940 2.121
H 0.692 4.045 2.049
H 1.489 2.801 -0.811
H 0.837 3.539 -3.094
H -1.260 4.841 -3.390
H -2.615 5.448 -1.453
H -2.908 5.141 0.831
C 4.951 3.719 -0.428
O 4.536 3.336 0.657
N 5.298 5.018 -0.659
N 5.095 2.871 -1.487
H 5.637 5.352 -1.541
H 5.194 5.667 0.099
H 4.848 1.910 -1.343
H 5.431 3.160 -2.386
C -4.742 7.366 -3.161
O -4.048 7.451 -2.160
N -4.512 8.113 -4.277
N -5.811 6.511 -3.238
H -5.064 8.055 -5.112
H -3.729 8.743 -4.275
H -6.010 5.951 -2.431
H -6.392 6.424 -4.049
C -0.564 -7.489 -4.371
O -1.600 -6.827 -4.404
N -0.230 -8.259 -3.303
N 0.331 -7.473 -5.404
H 0.626 -8.774 -3.233
H -0.905 -8.279 -2.549
H 0.103 -6.912 -6.203
H 1.181 -8.002 -5.405
C 0.230 -2.310 6.701
O -0.426 -2.627 5.716
N 1.169 -3.121 7.255
N 0.072 -1.106 7.324
H 1.715 -2.858 8.059
H 1.322 -4.015 6.828
H -0.615 -0.479 6.949
H 0.603 -0.830 8.129
C 6.564 4.592 3.946
O 6.809 4.894 5.100
N 5.294 4.443 3.468
N 7.551 4.369 3.021
H 5.087 4.191 2.516
H 4.544 4.594 4.114
H 8.500 4.467 3.330
H 7.367 4.113 2.069
C -4.272 11.268 -5.831
O -3.758 10.212 -6.172
N -5.307 11.331 -4.943
N -3.841 12.470 -6.314
H -5.734 12.190 -4.652
H -5.636 10.467 -4.554
H -3.081 12.455 -6.967
H -4.243 13.349 -6.050
C -6.996 -2.542 -4.490
O -6.671 -2.358 -3.328
N -8.280 -2.797 -4.866
N -6.073 -2.517 -5.505
H -8.561 -2.952 -5.815
H -8.974 -2.823 -4.142
H -5.128 -2.322 -5.232
H -6.292 -2.682 -6.469
C 4.750 -1.936 8.546
O 3.793 -1.778 9.293
N 5.401 -3.128 8.435
N 5.247 -0.929 7.773
H 6.201 -3.265 7.845
H 5.072 -3.887 9.000
H 4.798 -0.034 7.839
H 6.041 -1.034 7.168
C 8.798 -0.220 9.346
O 8.581 -1.001 8.433
N 7.791 0.430 9.998
N 10.061 0.059 9.783
H 7.941 1.074 10.751
H 6.853 0.234 9.700
H 10.820 -0.406 9.321
H 10.261 0.695 10.531
*
```

energy relative to the best compared isomer or geometry (same formula, charge and spin): 0.0 kcal per mole
LUMO energy: -3.31 eV
molar mass: 1269.00 g/mol